{"formula": "C4H7NO", "method": "the ωB97M-V functional and the def2-TZVPD basis", "elements": ["O", "C", "C", "N", "C", "C", "H", "H", "H", "H", "H", "H", "H"], "positions_angstrom": [[-0.960, -0.781, 1.596], [0.061, -0.111, 0.054], [-0.762, 0.734, 0.826], [0.782, 0.745, -1.065], [1.485, 0.001, 0.007], [-0.164, -0.356, -1.340], [-1.680, -1.267, 1.151], [-1.654, 1.160, 0.339], [-0.256, 1.447, 1.497], [2.050, -0.873, -0.300], [1.966, 0.615, 0.766], [-1.123, -0.054, -1.760], [0.255, -1.261, -1.770]], "atomic_forces_ev_per_a": [[-1.634, 1.889, 1.120], [1.223, 2.439, -2.196], [-1.196, -2.588, 2.080], [0.179, -0.177, -0.184], [1.044, -0.142, -0.047], [-0.079, -0.400, -0.998], [0.201, 0.604, 0.175], [0.225, -0.566, 0.453], [-0.381, -0.733, 0.004], [0.165, -0.137, 0.000], [0.058, -0.020, -0.200], [0.185, 0.016, -0.084], [0.010, -0.183, -0.122]], "e_above_lowest_kj_mol": 520.1, "orbital_gap_ev": 9.4, "lumo_ev": 0.79, "charge": 0, "smiles": "OCC12CN1C2"}